No. 1
ORCA calculation (ωB97M-V/def2-TZVPD) on the ion C2H7N2O2 with charge +1 in a non-equilibrium geometry.

Positions of all 13 atoms, in Å:
C 0.90 -1.45 0.63
C 0.11 1.90 -0.89
N -1.00 0.06 0.35
N -0.53 -1.33 0.37
O -1.39 -2.12 0.45
O -0.06 0.97 0.31
H 1.51 -0.92 -0.08
H 1.18 -2.61 0.62
H 0.91 -0.94 1.62
H 0.69 2.83 -0.62
H -0.88 1.95 -1.27
H 0.60 1.34 -1.67
H -2.03 0.32 0.16

Computed properties:
- Energy: -9247.454 eV
- Molecular weight: 91.1 g mol⁻¹
- Maximum force: 5.67 eV/A
- LUMO energy (spin up / spin down): -3.5 / -8.1 eV
- ΔE to the lowest compared entry with this formula, charge and spin: 2.813 eV
- Expectation value of S²: 2.01
- Multiplicity: 3
- Total charge: +1
- HOMO-LUMO gap (spin up / spin down): 9.55 / 8.11 eV

No. 2
ORCA calculation (ωB97M-V/def2-TZVPD) on a structure of composition C38H54BaFN8O2 in a non-equilibrium geometry.

Positions of all 104 atoms, in Å:
Ba 0.39 -1.44 0.07
C -3.59 2.06 2.36
C -2.97 3.24 1.60
C -3.08 3.22 0.19
C -3.47 1.87 -0.49
C -2.71 4.42 -0.54
C -3.06 4.50 -2.02
C -1.98 5.43 0.16
C -1.32 6.50 -0.73
C -1.72 5.39 1.54
C -0.79 6.38 2.24
C -2.31 4.30 2.25
C -2.18 4.34 3.72
H -4.69 2.09 2.11
H -3.28 2.07 3.41
H -3.25 1.11 1.92
H -3.35 1.85 -1.58
H -4.47 1.58 -0.23
H -2.74 1.13 -0.12
H -3.96 3.93 -2.36
H -2.23 4.10 -2.66
H -3.38 5.50 -2.33
H -1.22 6.24 -1.80
H -0.30 6.66 -0.33
H -1.79 7.51 -0.67
H -1.34 6.92 3.14
H -0.47 7.20 1.62
H 0.08 5.93 2.63
H -1.73 5.26 3.94
H -1.46 3.61 4.02
H -3.19 4.09 4.19
O -0.17 -4.06 -0.14
C -1.11 -4.89 -0.44
C -1.28 -6.17 0.31
C -2.43 -6.86 0.12
C -3.35 -6.50 -0.89
C -2.97 -5.66 -1.89
C -2.04 -4.62 -1.53
C -2.07 -3.50 -2.33
N -1.62 -2.23 -2.12
N -1.31 -1.60 -3.16
C -0.90 -0.34 -3.08
O -0.65 0.16 -1.95
C -0.99 0.37 -4.37
C -1.56 -0.29 -5.49
C -1.61 0.38 -6.66
C -0.99 1.64 -6.82
C -0.56 2.33 -5.74
C -0.66 1.75 -4.43
H -0.42 -6.48 1.00
H -2.68 -7.72 0.80
H -4.34 -6.98 -0.98
H -3.48 -5.69 -2.88
H -2.69 -3.57 -3.28
H -1.94 -1.33 -5.45
H -2.04 0.01 -7.59
H -0.89 2.04 -7.85
H -0.11 3.31 -5.72
H -0.47 2.35 -3.59
F -1.48 -0.91 1.50
C -0.17 -0.53 6.16
C -1.04 -0.78 4.85
N -0.10 -0.72 3.68
C 1.01 -1.46 3.72
N 1.48 -1.92 2.55
C 2.84 -2.47 2.52
C 3.66 -1.92 3.70
C 2.85 -2.36 4.98
N 1.56 -1.82 4.90
C 0.89 -1.51 6.20
H -0.79 -0.62 7.05
H 0.10 0.52 6.30
H -1.84 0.01 4.73
H -1.63 -1.70 4.88
H -0.66 -0.71 2.74
H 3.37 -2.22 1.63
H 2.86 -3.58 2.58
H 3.86 -0.88 3.81
H 4.62 -2.48 3.86
H 3.33 -2.01 5.91
H 2.90 -3.46 5.04
H 1.64 -0.97 6.82
H 0.63 -2.53 6.62
C 5.14 -2.61 -3.07
N 4.05 -2.46 -2.16
C 3.33 -3.72 -1.89
C 3.36 -1.21 -2.23
N 2.08 -1.10 -2.30
N 4.19 -0.07 -2.04
C 5.50 -0.16 -1.37
C 3.67 1.32 -2.24
H 4.95 -3.52 -3.76
H 6.03 -2.83 -2.49
H 5.22 -1.74 -3.74
H 4.04 -4.52 -1.50
H 2.82 -4.11 -2.78
H 2.55 -3.50 -1.19
H 1.71 -0.17 -2.71
H 6.35 0.05 -2.07
H 5.73 -1.09 -0.85
H 5.73 0.68 -0.57
H 2.67 1.35 -1.76
H 3.60 1.59 -3.29
H 4.30 2.04 -1.78

Computed properties:
- Energy: -59709.059 eV
- Molecular weight: 811.2 g mol⁻¹
- Maximum force: 7.57 eV/A
- LUMO energy (spin up / spin down): 1.9 / 1.9 eV
- ΔE to the lowest compared entry with this formula, charge and spin: 1.846 eV
- Multiplicity: 1
- Total charge: -1
- HOMO-LUMO gap (spin up / spin down): 4.37 / 4.36 eV

No. 3
ORCA calculation (ωB97M-V/def2-TZVPD) on a structure of composition C8H14N3OS2 in a non-equilibrium geometry.

Positions of all 28 atoms, in Å:
C -2.32 1.32 -0.05
C -1.41 1.92 0.72
C -2.07 -0.16 -0.30
C 2.57 -0.33 1.37
C -0.18 1.18 1.21
C 0.30 0.16 0.20
C 1.37 0.26 -2.23
C -2.76 -2.43 -0.72
N -0.85 -0.61 -0.18
N 1.34 -0.73 0.98
N 1.09 0.85 -0.93
O -3.12 -0.96 -0.69
S 3.28 1.10 0.82
S 3.26 -1.44 2.48
H -3.18 1.82 -0.31
H -1.40 2.97 1.08
H 0.54 1.82 1.58
H -0.39 0.66 2.15
H 2.10 0.89 -2.71
H 1.90 -0.69 -2.23
H 0.34 0.12 -2.77
H -2.65 -2.60 0.31
H -1.87 -2.65 -1.25
H -3.79 -2.77 -1.13
H 0.92 -1.67 1.09
H 0.68 1.73 -1.01
H 2.01 0.92 -0.42
H 4.29 -0.71 2.97

Computed properties:
- Energy: -36702.740 eV
- Molecular weight: 232.4 g mol⁻¹
- Maximum force: 4.21 eV/A
- LUMO energy: -3.4 eV
- ΔE to the lowest compared entry with this formula, charge and spin: 0.550 eV
- Multiplicity: 1
- Total charge: +1
- HOMO-LUMO gap: 9.25 eV

No. 4
ORCA calculation (ωB97M-V/def2-TZVPD) on a structure of composition C24H30N3OPtSi.

Positions of all 60 atoms, in Å:
Pt 1.55 -0.78 0.12
C 3.37 -1.37 2.38
C 4.06 -1.60 1.03
N 3.64 -0.57 0.04
C 4.16 0.79 0.38
C 3.19 1.93 0.06
N 1.81 1.60 0.43
C 1.39 1.75 1.81
C 2.02 0.71 2.75
N 2.07 -0.68 2.22
H 3.21 -2.35 2.84
H 4.00 -0.79 3.05
H 5.14 -1.63 1.15
H 3.74 -2.56 0.62
H 3.98 -0.85 -0.87
H 4.41 0.79 1.44
H 5.09 0.97 -0.16
H 3.54 2.84 0.54
H 3.19 2.10 -1.02
H 1.16 2.10 -0.17
H 1.61 2.74 2.22
H 0.31 1.62 1.81
H 3.04 1.00 3.00
H 1.45 0.72 3.68
H 1.30 -1.23 2.59
O -0.28 -1.12 0.64
Si -1.48 -0.55 -0.34
C -0.90 -0.74 -2.11
C -1.72 -0.50 -3.22
C -1.23 -0.65 -4.51
C 0.09 -1.05 -4.72
C 0.92 -1.31 -3.64
C 0.40 -1.15 -2.37
C -1.69 1.27 0.04
C -2.15 1.66 1.31
C -2.18 3.00 1.68
C -1.74 3.97 0.79
C -1.28 3.61 -0.47
C -1.26 2.27 -0.84
C -3.04 -1.51 -0.07
C -4.24 -0.92 0.37
C -5.36 -1.70 0.63
C -5.31 -3.07 0.45
C -4.14 -3.67 0.01
C -3.02 -2.90 -0.25
H -2.75 -0.19 -3.07
H -1.87 -0.46 -5.35
H 0.46 -1.18 -5.73
H 1.94 -1.64 -3.80
H 1.07 -1.42 -1.52
H -2.49 0.91 2.01
H -2.56 3.28 2.66
H -1.76 5.02 1.08
H -0.96 4.37 -1.17
H -0.91 2.00 -1.83
H -4.29 0.15 0.49
H -6.27 -1.23 0.97
H -6.18 -3.68 0.66
H -4.10 -4.75 -0.14
H -2.11 -3.38 -0.60

Computed properties:
- Energy: -43012.214 eV
- Molecular weight: 599.7 g mol⁻¹
- Maximum force: 0.98 eV/A
- LUMO energy (spin up / spin down): -3.2 / -3.2 eV
- Multiplicity: 1
- Total charge: +1
- HOMO-LUMO gap (spin up / spin down): 7.61 / 7.61 eV

No. 5
ORCA calculation (ωB97M-V/def2-TZVPD) on a cluster of 2 separate species, C3HNO3 in total in a non-equilibrium geometry.

Positions of all 8 atoms, in Å:
C 0.23 0.20 -0.72
C -1.54 1.46 0.30
C -3.17 -1.13 -0.06
N -0.41 1.14 -0.13
O -2.32 2.21 0.67
O -2.89 -1.77 -0.97
O -3.48 -0.53 0.89
H 1.36 0.58 -0.74

Computed properties:
- Energy: -10756.707 eV
- Molecular weight: 99.0 g mol⁻¹
- Maximum force: 2.68 eV/A
- LUMO energy (spin up / spin down): -0.6 / -0.6 eV
- ΔE to the lowest compared entry with this formula, charge and spin: 2.062 eV
- Multiplicity: 1
- HOMO-LUMO gap (spin up / spin down): 8.04 / 8.04 eV

No. 6
ORCA calculation (ωB97M-V/def2-TZVPD) on a structure of composition C46H36BrGeIN5O3PtS.

Positions of all 95 atoms, in Å:
Pt 2.73 -0.69 0.49
Br -6.26 -3.47 -0.65
C -4.63 -4.45 -0.67
C -4.32 -5.24 -1.77
C -3.14 -5.95 -1.77
C -2.25 -5.87 -0.69
C -2.59 -5.08 0.41
C -3.77 -4.37 0.42
N -1.05 -6.56 -0.82
N -0.26 -6.51 0.23
C 0.65 -5.59 0.49
C 1.30 -5.66 1.76
C 2.13 -4.68 2.23
C 2.43 -3.51 1.48
O 3.20 -2.60 1.90
C 1.80 -3.43 0.17
N 2.04 -2.30 -0.55
C 1.65 -2.20 -1.81
C 0.96 -3.23 -2.44
C 0.61 -4.34 -1.71
C 1.00 -4.47 -0.36
H -5.01 -5.30 -2.60
H -2.87 -6.57 -2.62
H -1.91 -5.01 1.25
H -4.03 -3.74 1.26
H 1.06 -6.52 2.38
H 2.57 -4.75 3.21
H 1.89 -1.28 -2.31
H 0.68 -3.13 -3.48
H 0.06 -5.14 -2.17
C -4.58 2.18 1.61
C -3.36 1.49 2.14
C -3.27 0.10 2.16
C -2.13 -0.54 2.64
C -1.08 0.22 3.14
C -1.16 1.60 3.13
C -2.29 2.23 2.63
S 0.38 -0.59 3.75
O 0.63 -0.06 5.07
O 0.13 -2.00 3.61
N 1.51 -0.18 2.70
C 2.40 0.82 2.81
C 2.59 1.78 3.83
C 3.56 2.74 3.67
C 4.36 2.77 2.53
C 4.16 1.81 1.57
N 3.21 0.87 1.71
H -5.22 1.49 1.06
H -4.31 3.00 0.94
H -5.18 2.61 2.42
H -4.09 -0.49 1.77
H -2.05 -1.62 2.65
H -0.34 2.19 3.51
H -2.33 3.31 2.60
H 1.97 1.73 4.71
H 3.70 3.47 4.45
H 5.13 3.52 2.39
H 4.75 1.74 0.66
I 5.21 -0.94 -0.62
C 1.14 0.30 -0.21
Ge 0.75 1.89 -1.23
C 2.08 2.34 -2.59
C 3.37 1.82 -2.56
C 4.31 2.17 -3.52
C 3.97 3.06 -4.53
C 2.69 3.60 -4.57
C 1.75 3.24 -3.60
C 0.39 3.50 -0.16
C -0.53 4.43 -0.62
C -0.78 5.60 0.08
C -0.10 5.86 1.26
C 0.83 4.94 1.73
C 1.06 3.77 1.03
C -0.91 1.46 -2.17
C -2.12 1.49 -1.48
C -3.30 1.06 -2.07
C -3.29 0.59 -3.38
C -2.09 0.56 -4.08
C -0.91 0.98 -3.48
H 0.25 -0.25 0.10
H 3.65 1.11 -1.79
H 5.30 1.74 -3.47
H 4.70 3.34 -5.28
H 2.41 4.29 -5.35
H 0.75 3.66 -3.65
H -1.08 4.25 -1.54
H -1.51 6.32 -0.29
H -0.29 6.77 1.81
H 1.37 5.13 2.65
H 1.78 3.06 1.41
H -2.14 1.84 -0.45
H -4.23 1.08 -1.51
H -4.20 0.25 -3.84
H -2.07 0.19 -5.10
H 0.01 0.94 -4.04

Computed properties:
- Energy: -210620.137 eV
- Molecular weight: 1213.4 g mol⁻¹
- Maximum force: 0.95 eV/A
- LUMO energy (spin up / spin down): 2.1 / 1.2 eV
- ΔE to the lowest compared entry with this formula, charge and spin: 0.048 eV
- Expectation value of S²: 6.09
- Multiplicity: 5
- Total charge: -1
- HOMO-LUMO gap (spin up / spin down): 6.02 / 6.95 eV

No. 7
ORCA calculation (ωB97M-V/def2-TZVPD) on a structure of composition C39H36N8O4RuS3Te in a non-equilibrium geometry.

Positions of all 92 atoms, in Å:
Ru -0.68 -0.04 0.56
N 2.76 6.34 -4.26
C 2.59 5.48 -3.22
C 2.69 4.09 -3.41
C 2.49 3.22 -2.35
C 2.18 3.73 -1.10
C 2.10 5.10 -0.88
C 2.31 5.97 -1.93
S 1.92 2.64 0.23
O 3.10 1.81 0.33
O 1.59 3.41 1.42
N 0.68 1.61 -0.09
C -0.53 2.32 -0.25
N -1.50 1.65 0.48
C -2.87 2.01 0.34
C -3.11 3.45 -0.15
C -1.99 3.91 -1.11
N -0.67 3.37 -0.96
H 3.02 6.01 -5.17
H 2.74 7.33 -4.12
H 2.93 3.70 -4.39
H 2.58 2.15 -2.50
H 1.87 5.47 0.11
H 2.25 7.04 -1.77
H -3.38 1.82 1.28
H -3.40 4.12 0.65
H -1.93 4.99 -1.17
O -4.73 -0.27 1.15
S -3.93 -0.51 -0.01
O -4.40 -1.32 -1.08
N -2.39 -1.06 0.46
C -2.28 -2.47 0.57
C -3.31 -3.39 0.72
C -3.03 -4.75 0.85
C -1.74 -5.21 0.86
C -0.67 -4.30 0.71
C 0.69 -4.69 0.71
C 1.66 -3.74 0.57
C 1.30 -2.40 0.42
N 0.03 -2.00 0.41
C -0.95 -2.93 0.56
C -3.54 1.10 -0.74
C -2.67 0.90 -1.99
C -2.38 1.97 -2.71
C -2.85 3.33 -2.30
C -4.13 3.26 -1.35
C -4.63 1.92 -1.23
H -4.34 -3.06 0.76
H -3.85 -5.45 0.97
H -1.52 -6.26 0.98
H 0.94 -5.74 0.84
H 2.71 -4.00 0.58
H 2.06 -1.63 0.34
H -2.41 -0.12 -2.26
H -1.76 1.90 -3.60
H -2.98 4.00 -3.15
H -4.85 4.05 -1.54
H -5.62 1.56 -1.52
C 3.91 3.22 3.83
C 3.55 1.82 3.49
C 4.44 0.78 3.38
C 3.97 -0.46 2.93
N 2.68 -0.64 2.62
C 1.83 0.33 2.83
S 0.10 0.05 2.78
N 2.25 1.54 3.28
C 4.89 -1.63 2.84
H 4.99 3.34 3.89
H 3.46 3.52 4.78
H 3.51 3.88 3.05
H 5.49 0.92 3.60
H 1.58 2.30 3.29
H 5.75 -1.42 2.20
H 4.35 -2.50 2.46
H 5.28 -1.86 3.84
C 5.02 -2.00 -1.85
Te 3.84 -0.31 -1.16
C 5.75 0.57 -0.79
C 6.78 -0.53 -0.84
C 8.08 -0.31 -0.40
C 9.01 -1.34 -0.42
C 8.65 -2.59 -0.89
C 7.36 -2.82 -1.34
C 6.41 -1.79 -1.32
H 5.02 -1.97 -2.94
H 4.60 -2.96 -1.56
H 5.72 1.09 0.16
H 5.94 1.32 -1.56
H 8.36 0.67 -0.04
H 10.02 -1.16 -0.07
H 9.38 -3.39 -0.92
H 7.08 -3.79 -1.72

Computed properties:
- Energy: -103500.988 eV
- Molecular weight: 1005.6 g mol⁻¹
- Maximum force: 3.19 eV/A
- LUMO energy (spin up / spin down): -8.2 / -8.2 eV
- ΔE to the lowest compared entry with this formula, charge and spin: 4.973 eV
- Multiplicity: 1
- Total charge: +2
- HOMO-LUMO gap (spin up / spin down): 3.29 / 3.29 eV

No. 8
ORCA calculation (ωB97M-V/def2-TZVPD) on a structure of composition C34H31BrN8O6S2W in a non-equilibrium geometry.

Positions of all 83 atoms, in Å:
W -0.21 1.00 1.07
O -3.68 3.24 1.84
C -2.77 2.58 1.32
N -1.54 2.38 1.83
C -1.29 3.07 3.07
C 0.19 3.14 3.26
C 0.80 3.96 4.19
C 2.18 3.98 4.27
C 2.92 3.18 3.40
C 2.24 2.37 2.51
N 0.90 2.34 2.44
C -2.84 1.98 -0.02
C -3.94 2.06 -0.86
C -3.85 1.61 -2.16
C -2.61 1.14 -2.60
C -1.56 1.06 -1.71
N -1.67 1.39 -0.40
H -1.77 2.57 3.92
H -1.71 4.09 3.02
H 0.19 4.57 4.83
H 2.68 4.62 4.98
H 4.00 3.17 3.42
H 2.77 1.71 1.85
H -4.83 2.52 -0.46
H -4.70 1.67 -2.84
H -2.44 0.90 -3.64
H -0.57 0.75 -2.03
O 1.21 1.30 -0.49
N 2.18 2.22 -0.62
C 3.43 1.70 -0.74
C 4.53 2.48 -0.89
C 4.34 3.88 -0.91
C 3.08 4.38 -0.79
C 1.91 3.57 -0.66
S 0.37 4.19 -0.58
H 3.46 0.62 -0.70
H 5.51 2.03 -0.98
H 5.18 4.55 -1.02
H 2.89 5.45 -0.81
C -5.80 -1.80 -5.64
C -4.45 -1.56 -4.97
S -3.87 -3.08 -4.22
O -4.73 -3.37 -3.09
O -3.71 -4.07 -5.25
C -2.26 -2.61 -3.59
C -1.89 -3.38 -2.32
N -0.96 -2.57 -1.53
C -1.37 -1.66 -0.61
N -0.32 -0.99 -0.13
C 0.79 -1.47 -0.75
C 0.41 -2.44 -1.64
N 1.24 -3.14 -2.54
O 2.44 -2.96 -2.44
O 0.72 -3.92 -3.33
C -2.79 -1.53 -0.22
H -6.16 -0.86 -6.06
H -6.53 -2.16 -4.92
H -5.70 -2.53 -6.44
H -4.52 -0.83 -4.16
H -3.69 -1.25 -5.68
H -2.32 -1.55 -3.35
H -1.53 -2.77 -4.39
H -1.43 -4.34 -2.54
H -2.78 -3.54 -1.71
H 1.77 -1.11 -0.52
H -3.07 -2.36 0.44
H -3.44 -1.53 -1.09
H -2.93 -0.62 0.35
N 6.60 -4.87 5.85
C 5.84 -4.23 5.28
C 4.89 -3.43 4.56
C 5.07 -3.20 3.20
C 4.16 -2.42 2.51
C 3.06 -1.85 3.17
C 2.89 -2.10 4.54
C 3.79 -2.88 5.23
C 2.12 -1.03 2.48
C 1.28 -0.30 1.98
H 5.92 -3.63 2.69
H 4.29 -2.23 1.45
H 2.03 -1.68 5.04
H 3.66 -3.07 6.28
Br -1.68 -0.48 2.78

Computed properties:
- Energy: -153504.472 eV
- Molecular weight: 975.5 g mol⁻¹
- Maximum force: 1.64 eV/A
- LUMO energy (spin up / spin down): 1.2 / 1.2 eV
- ΔE to the lowest compared entry with this formula, charge and spin: 1.196 eV
- Expectation value of S²: 0.78
- Multiplicity: 2
- Total charge: -1
- HOMO-LUMO gap (spin up / spin down): 4.39 / 4.13 eV

No. 9
ORCA calculation (ωB97M-V/def2-TZVPD) on a cluster of 3 separate species, H5O3 in total in a non-equilibrium geometry.

Positions of all 8 atoms, in Å:
O -1.79 -0.59 1.43
H -1.30 -0.89 2.20
O 1.44 0.97 -1.77
H 0.93 0.65 -1.01
H 0.61 1.09 -2.25
O 0.30 -0.09 0.15
H -1.03 -0.38 0.78
H 0.83 -0.76 0.48

Computed properties:
- Energy: -6224.226 eV
- Molecular weight: 53.0 g mol⁻¹
- Maximum force: 3.32 eV/A
- LUMO energy: 4.9 eV
- ΔE to the lowest compared entry with this formula, charge and spin: 0.405 eV
- Multiplicity: 1
- Total charge: -1
- HOMO-LUMO gap: 8.88 eV